# 1
This record from the Open Molecules 2025 dataset describes one molecule with the formula C4H5NO2. The level of theory is wB97M-V/def2-TZVPD.

Results
DFT total energy = -360.584559 Ha
HOMO energy = -9.8 eV
energy above the lowest of the compared OMol25 structures with the same formula, charge and spin = 53.25 kcal per mole
SMILES string = O=CC(=O)N1CC1
LUMO = -0.27 eV

Structure (ORCA input):
```
! RIJCOSX wB97M-V def2-TZVPD def2/J DEFGRID3
* xyz 0 1
O -0.78336 0.04995 2.46880
O -2.11523 0.35372 -0.68627
N 0.11561 0.60284 -0.43733
C -1.45431 -0.11199 1.48569
C 1.46854 0.26660 -0.07239
C 0.84574 -0.29379 -1.30560
C -1.14730 0.31642 0.04188
H -2.44797 -0.60717 1.48858
H 1.12003 0.05635 -2.29630
H 0.55276 -1.34398 -1.25511
H 2.15297 1.10504 -0.19260
H 1.69252 -0.39399 0.76064
*
```

---

# 2
This record from the Open Molecules 2025 dataset describes C35H49BrF3N2O4P2SSe4Y as an isolated structure in a non-equilibrium geometry. The level of theory is wB97M-V/def2-TZVPD.

Results
DFT total energy = -15372.414617 Ha
HOMO energy = -1.8 eV
energy above the lowest of the compared OMol25 structures with the same formula, charge and spin = 38.13 kcal per mole
LUMO = 3.95 eV

Structure (ORCA input):
```
! RIJCOSX wB97M-V def2-TZVPD def2/J DEFGRID3
* xyz -2 1
Y 0.05171 0.33823 0.14601
Br -6.76021 1.88430 1.40318
Se 1.78468 1.67022 1.97115
Se 0.76980 4.04502 -0.49605
Se 0.96923 2.19647 -1.91377
Se 2.54656 3.63384 0.95178
S -0.54320 -0.93535 3.76192
P -2.00379 -0.53198 -2.70811
P 1.74065 -2.14076 0.25851
F -0.29426 -3.55798 4.00043
F 1.55029 -2.44867 4.31904
F 0.00023 -2.43054 5.81660
O -0.09747 -0.95385 2.34344
O -1.37306 1.61721 2.66056
O 0.04379 0.10000 4.56393
O -1.95078 -1.20585 3.92932
N 0.81740 -1.18848 -2.37849
N -2.55234 2.06411 4.51038
C -4.41613 0.43058 -4.11017
C 1.64294 -0.01189 -4.36653
C -0.71678 -0.09504 -3.91764
C -4.50815 0.16768 1.00475
C 4.54552 -5.54337 -2.76519
C -3.18958 -0.09964 0.64054
C -4.95260 1.47346 0.92208
C 3.24855 -1.70931 1.23940
C -2.70035 -2.13280 -3.37981
C -1.40975 3.90648 3.33744
C -1.75774 2.44306 3.45118
C -2.61040 -2.31234 -4.89306
C -2.79613 2.17938 0.18548
C 3.20838 -3.84180 -1.46112
C 1.98642 -2.87721 -3.71766
C 2.28930 -2.80222 -1.32931
C 0.22109 -2.42591 4.49735
C -0.50043 -3.70343 0.48324
C 4.11588 -0.79144 0.37590
C -2.27521 0.87883 0.23874
C 0.11218 1.04211 -5.91284
C 3.55142 -4.41382 -2.67702
C -4.11337 2.49387 0.50425
C 0.91353 -3.59657 1.04928
C 1.40931 0.71527 -5.51315
C -2.89775 2.12667 -3.05902
C 2.89000 -3.91419 -3.79957
C 1.68074 -2.22943 -2.48328
C 4.09830 -2.80736 1.87431
C -0.92429 0.62818 -5.09365
C 1.56859 -4.97429 0.96052
C -3.39922 0.67924 -2.99275
C -2.04308 -3.31882 -2.67693
C 0.59015 -0.46383 -3.54641
C -0.14093 1.85402 -7.15604
H -2.20827 -3.27580 -1.60131
H -2.45155 -4.26407 -3.05176
H -2.14342 3.00341 -0.09491
H 2.82678 -1.10447 2.04930
H -3.93642 0.57873 -2.04208
H -2.88162 -1.14432 0.69679
H -1.56520 -2.36828 -5.20511
H -3.10339 -3.24537 -5.19048
H 0.32211 1.40303 -8.03829
H -3.97822 0.54844 -5.10386
H 2.65962 -0.23511 -4.06654
H 1.50522 -2.52671 -4.62100
H -1.99762 2.29213 -2.46594
H -1.05649 -2.76815 0.56212
H 4.58894 -3.43630 1.12927
H -5.16928 -0.62000 1.34342
H -1.06803 -4.46770 1.02293
H -3.67630 2.80027 -2.69047
H 4.60137 -1.36448 -0.41926
H -2.59685 1.06642 4.66937
H -5.22378 1.16625 -4.02612
H 4.82315 -5.73577 -3.80396
H 0.84632 -3.31305 2.08578
H 2.57690 -5.00307 1.37144
H 1.61284 -5.32403 -0.07197
H -2.65868 2.41432 -4.08525
H -0.96228 -3.32253 -2.84284
H -0.46180 -3.98608 -0.57073
H -4.47666 3.51302 0.44707
H -2.29124 4.53871 3.46481
H 4.88821 -2.33758 2.46987
H 3.08920 -4.35683 -4.77312
H -2.64238 2.67724 5.30076
H -1.93633 0.88777 -5.38160
H 0.25963 2.86719 -7.06148
H 4.88615 -0.32327 0.99441
H 3.54502 0.01875 -0.08118
H 3.52108 -3.44190 2.54702
H 4.15014 -6.47890 -2.35586
H -0.95568 4.07309 2.36291
H 3.67656 -4.23530 -0.56648
H -3.06871 -1.49339 -5.44736
H -0.67698 4.16033 4.10688
H 2.25373 1.05846 -6.10498
H 5.46493 -5.31772 -2.21787
H -4.87325 -0.55880 -4.06239
H 0.96025 -5.68953 1.52524
H -3.75366 -2.10881 -3.08036
H -1.21150 1.94170 -7.35139
*
```